DFT (the ωB97M-V functional and the def2-TZVPD basis) results for a cluster of 2 separate species, C28H44F5N4O5S2 in total at a distorted geometry.

Each line ends with the Löwdin charge.
Cartesian coordinates (Å):
C: 5.05 0.18 4.87  0.02
H: -5.07 -0.34 -3.82  0.08
H: -5.42 1.72 -1.15  0.06
F: 1.13 2.63 2.15  0.11
C: -1.74 0.91 2.43  -0.35
F: -0.32 2.54 0.47  0.10
C: -0.43 -2.30 0.55  -0.18
C: 0.00 -3.53 -1.61  -0.21
S: -2.97 0.79 -0.17  0.88
C: -3.35 2.28 -1.15  -0.53
C: 4.01 4.14 -0.26  -0.10
C: 3.83 -0.66 5.19  -0.52
H: 0.64 -2.23 2.37  0.13
H: -0.63 -2.69 -3.93  0.13
H: 2.22 4.33 -3.13  0.12
F: 5.82 5.63 -0.35  0.14
H: 2.22 0.54 1.00  0.15
C: 0.86 0.00 3.26  -0.09
H: 0.30 -0.70 3.89  0.13
H: 5.60 -0.30 4.06  0.09
H: 0.70 0.98 3.69  0.12
C: 3.68 4.46 -1.58  -0.02
H: -2.42 -4.87 -6.13  0.15
C: 2.34 -0.33 3.47  -0.15
H: -1.40 -5.96 -6.89  0.17
C: -4.74 -1.33 -3.49  0.03
O: 3.93 -1.73 5.71  0.14
C: 0.65 -1.67 1.43  -0.11
C: 1.58 3.34 -1.32  -0.03
C: 2.47 4.06 -2.11  -0.06
H: -1.67 -4.73 -2.37  0.10
O: -2.35 -1.73 -3.38  -0.01
C: 0.00 -3.64 -0.08  -0.18
H: -1.19 -5.60 -5.27  0.15
H: 1.66 -1.78 1.02  0.11
C: -2.39 0.27 3.68  -0.22
H: 2.60 -1.36 3.19  0.13
H: -4.64 1.64 -2.75  0.04
C: 0.35 -0.18 1.82  -0.37
H: 0.63 3.04 -1.76  0.12
N: -1.88 -5.73 -6.01  0.34
C: -2.92 1.47 1.53  -0.38
H: -2.56 2.50 -1.86  0.06
S: 4.16 0.85 -2.33  0.80
C: -4.73 2.21 -1.83  -0.16
H: 2.94 0.41 2.94  0.12
H: -3.38 3.13 -0.46  0.06
H: -2.51 -6.50 -5.76  0.17
H: -0.77 -4.38 0.17  0.11
H: 4.39 5.03 -2.16  0.13
F: 5.09 5.07 1.59  0.14
C: -3.45 -1.67 -4.18  -0.52
O: -3.40 -1.87 -5.37  0.09
H: -3.88 1.37 2.03  0.07
C: -1.42 -3.68 -2.18  -0.16
C: 5.31 4.60 0.35  -0.59
C: 3.12 3.40 0.49  0.05
H: 0.93 -4.04 0.31  0.11
H: 5.67 0.25 5.75  0.09
H: 4.74 1.18 4.57  0.08
H: -2.12 -3.57 -4.27  0.08
H: -5.11 3.21 -2.05  0.07
C: -1.61 -2.95 -3.52  -0.18
H: 0.60 0.95 -1.20  0.11
O: -1.05 -0.04 1.65  -0.13
H: -1.17 1.79 2.70  0.12
F: 6.23 3.64 0.42  0.17
H: 0.39 -2.57 -1.94  0.10
N: 2.05 -0.49 -1.12  0.03
N: -2.51 1.18 4.82  0.02
H: -2.18 -3.28 -1.50  0.13
H: -3.15 1.93 4.60  0.07
H: 0.60 -4.35 -2.02  0.11
H: -2.75 2.54 1.39  0.06
H: -4.63 -1.35 -2.40  0.08
O: 2.58 -0.16 4.88  -0.03
H: -3.39 -0.10 3.46  0.11
H: -1.60 1.55 5.05  0.06
H: -1.81 -0.59 4.02  0.11
C: 1.16 0.68 0.78  -0.14
C: 1.90 2.99 -0.02  -0.11
H: -5.50 -2.04 -3.83  0.09
H: 3.37 3.16 1.52  0.14
C: 0.94 2.20 0.87  -0.42
H: -0.72 -1.61 -0.25  0.09
N: 0.93 0.23 -0.58  0.03
H: -1.32 -2.47 1.15  0.12
C: 2.92 0.12 -1.74  -0.74

Results
- Net charge: +1
- E_HOMO: -10.06 eV
- LUMO energy: -4.267 eV

***

DFT (the ωB97M-V functional and the def2-TZVPD basis) results for a cluster of 3 separate species, C28H44IN3O7 in total at a distorted geometry.

Each line ends with the Löwdin charge.
Cartesian coordinates (Å):
H: 6.58 -2.89 3.08  0.08
C: 6.35 -3.01 6.00  -0.08
C: -1.58 -3.05 0.96  -0.21
H: 5.62 -3.18 6.80  0.08
H: 0.47 -2.36 4.61  0.07
C: -1.46 -3.75 -1.37  -0.10
C: -3.18 -2.23 -0.62  -0.07
H: 1.31 -1.84 -1.45  0.09
H: 3.32 -0.11 -2.89  0.13
H: -2.11 6.42 -2.26  0.09
O: 3.08 1.76 -1.34  -0.15
H: 2.57 -2.12 -2.64  0.13
H: -3.69 9.08 -0.81  0.08
H: -3.18 -1.68 1.45  0.13
C: 0.66 -2.81 -3.24  -0.18
H: -3.20 3.28 -1.42  0.03
H: -0.33 -2.40 -3.44  0.12
C: -2.70 -2.26 0.68  0.05
H: 2.70 2.69 0.95  0.08
H: 1.20 1.86 -2.21  0.13
C: -0.07 -1.88 2.59  -0.76
O: -3.41 4.98 0.16  0.02
H: 3.16 -0.03 -0.31  0.09
H: -1.01 -1.42 4.44  0.08
H: 4.02 1.58 1.27  0.08
N: 6.26 -1.65 5.52  0.00
H: -1.15 -4.51 -3.38  0.11
H: -1.87 -2.93 3.05  0.11
C: -3.18 -2.84 -3.02  -0.34
H: -0.90 6.43 -0.96  0.09
C: -4.73 0.65 -2.56  -0.12
H: 7.34 -3.21 6.40  0.08
H: -5.81 0.68 -2.64  0.12
C: 0.01 -1.52 4.07  -0.17
C: 5.71 -2.25 3.21  -0.03
H: -0.53 -4.01 2.55  0.10
O: 0.63 -4.03 -2.52  -0.12
C: -0.97 -3.77 -0.06  0.02
H: -4.76 3.50 -1.33  0.06
H: -3.60 -1.12 -4.34  0.13
H: -1.56 4.90 -1.55  0.07
H: -4.24 1.01 -3.45  0.11
H: -3.23 1.16 -1.13  0.12
C: 2.24 1.66 -2.47  -0.19
C: 2.95 1.64 1.05  -0.07
C: -1.80 5.94 -1.34  0.00
C: -0.70 -4.55 -2.40  -0.14
C: -4.33 -1.37 -0.99  -0.32
H: 6.43 -0.90 6.18  0.14
H: -4.07 7.19 0.76  0.14
C: -2.59 -2.97 -1.66  -0.03
H: -2.07 8.41 -1.10  0.07
C: 2.65 0.93 -0.26  -0.30
O: 5.94 -0.01 4.02  0.03
C: 1.53 -1.81 -2.52  -0.19
N: -4.07 2.94 -1.81  0.01
H: 0.58 -0.62 4.23  0.07
O: -5.27 -1.19 -0.27  0.14
C: 2.38 0.33 -3.21  -0.18
C: -1.03 -3.06 2.37  -0.23
H: -0.43 -1.03 2.03  0.08
H: 5.50 -1.75 2.27  0.07
H: 6.15 -3.72 5.20  0.07
C: -2.91 5.99 -0.31  -0.54
H: 2.59 2.45 -3.14  0.12
C: -4.24 -0.76 -2.35  -0.14
O: -3.27 -3.75 -3.79  0.12
H: 2.46 0.56 -4.28  0.12
C: -4.22 1.53 -1.40  -0.26
H: -2.48 9.08 0.49  0.08
N: -3.33 7.22 0.08  0.01
C: -3.69 -1.48 -3.33  0.07
H: 4.85 -2.86 3.49  0.05
C: 5.98 -1.21 4.27  -0.55
H: 2.38 1.20 1.87  0.06
H: -4.85 1.39 -0.52  0.11
I: 1.87 -2.39 1.84  0.94
O: 1.26 -0.51 -3.02  -0.13
H: 1.12 -2.99 -4.22  0.13
H: -0.65 -5.59 -2.11  0.14
C: -2.86 8.52 -0.36  -0.07
H: -0.09 -4.35 0.17  0.11
H: 1.57 0.77 -0.33  0.11

Results
- Net charge: 0
- E_HOMO: -9.05 eV
- SMILES: CCOCCOCCOCc1cc(C[C@@H](C)I)cc2c1C(=O)C=C(CCN)C2=O.CNC(C)=O.CNC(C)=O
- LUMO energy: -0.516 eV

***

DFT (the ωB97M-V functional and the def2-TZVPD basis) results for a structure of composition C28H44N4O5SbSeSi3V at a distorted geometry.

Each line ends with the Löwdin charge.
Cartesian coordinates (Å):
C: 2.10 1.62 3.67  -0.20
C: 2.62 -2.82 -0.86  -0.02
C: 1.44 -3.61 2.72  -0.16
C: -3.62 3.24 1.05  -0.18
O: 4.37 0.56 -6.05  0.07
H: 3.83 -0.28 -3.73  0.12
H: -4.98 -3.53 0.36  0.11
H: 3.70 0.48 0.15  0.01
H: 3.13 3.47 -6.06  0.09
C: -1.39 -2.78 2.43  -0.15
C: 0.93 -0.65 1.70  -0.54
H: 1.40 3.02 -4.98  0.11
H: 3.13 -1.92 1.00  0.09
Se: -2.24 -0.61 -3.66  0.74
Si: 2.51 0.28 2.37  0.48
H: 2.49 -3.43 2.92  0.02
H: -1.63 -3.61 3.09  0.04
Si: -2.71 2.41 -0.44  0.51
N: 0.23 -1.39 -0.57  -0.01
C: -3.16 -2.56 -0.26  -0.10
O: -2.75 0.03 -5.00  -0.39
C: -4.05 -0.37 1.11  0.00
H: 1.60 1.19 4.54  0.02
N: -2.42 -1.47 -0.21  -0.05
H: 4.34 -0.17 4.01  0.03
H: -1.95 0.05 3.29  -0.01
H: 3.01 2.09 4.02  0.03
H: -2.25 1.79 3.15  -0.01
H: -0.32 3.05 -0.94  -0.04
N: 1.31 1.27 -2.12  0.07
H: -4.52 2.71 1.35  0.01
C: 3.04 0.44 -3.55  0.03
Sb: -0.31 1.16 1.34  1.48
C: 0.44 -2.22 -1.61  -0.11
H: 1.31 -1.40 5.12  0.02
H: 1.46 2.39 3.27  -0.01
H: -4.43 3.41 -1.98  0.03
H: -3.92 4.24 0.77  0.03
H: -1.05 4.22 0.16  0.02
H: -0.38 -2.36 -2.30  0.09
C: 2.38 -2.01 0.23  -0.07
H: -4.67 1.68 -1.79  0.03
Si: 0.32 -2.06 2.88  0.55
C: 3.68 1.49 -5.70  -0.50
H: 4.21 1.75 1.23  0.04
H: -0.27 -0.68 4.93  0.00
C: 3.82 -0.80 3.29  -0.17
H: -4.41 0.53 1.60  0.10
H: -0.13 -2.38 5.31  0.03
C: -4.80 -1.53 1.13  -0.04
H: 3.37 -1.62 3.83  0.00
H: -3.41 2.27 -2.83  0.02
H: 0.19 2.82 -2.87  0.10
H: -0.83 1.22 4.03  -0.01
H: 1.68 -3.58 -2.67  0.12
C: 1.02 2.15 -3.07  -0.13
V: -1.24 -0.52 -1.44  0.76
N: 3.72 2.69 -6.32  0.18
C: 1.60 -2.94 -1.81  -0.02
H: 4.31 2.79 -7.13  0.11
H: -2.78 -3.39 -0.85  0.14
C: 1.72 2.28 -4.26  0.01
C: 2.78 1.42 -4.50  -0.12
C: -3.92 2.46 -1.89  -0.17
C: 0.31 -1.57 4.73  -0.16
H: 4.57 -1.21 2.62  0.03
H: -1.42 4.29 -1.55  0.03
H: 2.65 1.85 0.42  0.01
C: -2.85 -0.35 0.40  -0.42
C: 3.35 1.17 0.90  -0.17
H: -1.36 -3.16 1.42  0.02
C: 1.18 -1.32 0.40  -0.40
H: 1.37 -4.04 1.73  0.03
C: -4.37 -2.65 0.42  -0.04
H: 3.55 -3.35 -0.96  0.12
C: -1.96 0.72 0.03  -0.55
O: -2.04 -2.19 -3.68  -0.43
O: -3.14 -0.23 -2.35  -0.44
C: -1.48 1.02 3.19  -0.28
H: -2.20 -2.06 2.50  0.01
H: 2.52 -0.31 -1.62  0.07
C: -1.23 3.61 -0.73  -0.22
H: 1.11 -4.37 3.42  0.04
H: -2.97 3.33 1.91  0.00
H: -5.73 -1.57 1.68  0.11
O: -0.79 0.02 -3.14  -0.47
C: 2.29 0.41 -2.39  -0.13

Results
- Spin multiplicity: 3
- Net charge: 0
- E_HOMO (spin up / spin down): -8.09 / -8.17 eV
- Expectation value of S²: 2.014
- LUMO energy (spin up / spin down): -0.643 / -0.614 eV

***

Q: What is the net charge in the first record?
A: +1